(1)
19
Properties=species:S:1:pos:R:3:forces:R:3 method="wB97M-V/def2-TZVPD" multiplicity=1 e_above_lowest_kj_mol=335.12 energy_ev=-10841.738 gap_ha=0.3486
H -2.225 1.212 0.723 0.190 0.029 -0.244
H 0.561 -1.273 -1.949 0.002 0.035 -0.163
C 0.690 -1.668 -0.950 0.683 0.325 0.388
H 0.785 2.694 1.728 -0.958 -1.908 -0.170
H 1.690 -1.397 -0.561 -0.290 -0.134 -0.262
H -1.901 0.146 -2.426 0.084 0.027 0.037
H 1.833 0.659 3.133 -0.169 0.428 -0.141
H 0.646 -2.749 -1.003 -0.061 -0.153 0.002
H 0.516 1.102 -1.335 -0.122 0.176 -0.074
H -1.073 1.916 -1.100 0.323 -0.168 0.084
H 0.422 1.962 1.672 0.875 2.048 0.106
C 1.651 -0.150 2.471 0.424 -0.799 0.555
C -0.865 0.066 -0.044 -1.671 -0.812 -1.103
O -0.971 0.394 -2.490 -0.158 -0.243 -0.001
N 1.597 -1.183 1.978 -0.032 0.248 -0.103
N -1.826 0.281 0.784 0.445 0.398 0.628
C -0.565 0.951 -1.256 0.286 0.484 0.565
H -0.611 -1.772 0.706 0.032 0.208 -0.137
N -0.356 -1.190 -0.080 0.118 -0.190 0.035

=====

(2)
19
Properties=species:S:1:pos:R:3:forces:R:3 method="wB97M-V/def2-TZVPD" smiles="NN=C=O.CCNC" multiplicity=1 e_above_lowest_kj_mol=346.25 energy_ev=-10841.623 gap_ha=0.3380
N 0.849 -2.278 0.302 -0.650 1.549 0.232
C -0.290 0.648 1.316 -1.234 -0.065 -2.005
H -0.082 -1.904 0.551 0.639 -0.825 0.213
N -0.882 0.041 -0.016 0.526 0.322 2.151
C -1.272 1.029 -1.015 0.137 0.137 0.391
H -1.904 1.835 -0.624 -0.034 0.040 0.133
H -0.988 1.431 1.642 0.092 -0.021 0.059
H -0.277 -0.118 2.092 -0.029 -0.193 -0.230
H 1.015 -3.274 0.439 -0.401 0.409 -0.277
H 1.808 0.443 0.897 0.072 -0.036 -0.258
H -1.835 0.528 -1.803 0.230 0.042 -0.120
H -1.711 -0.485 0.248 0.026 0.187 0.060
C 1.092 1.233 1.109 -0.136 -0.241 0.249
H 1.416 1.711 2.033 -0.010 0.095 0.031
C 0.728 -1.217 -1.944 0.647 -3.763 0.343
H -0.369 1.487 -1.416 -0.100 -0.008 -0.287
H 1.096 1.987 0.327 0.076 -0.013 -0.100
N 1.009 -1.955 -1.022 0.625 0.161 -0.357
O 0.596 -1.141 -3.118 -0.474 2.223 -0.228

=====

(3)
19
Properties=species:S:1:pos:R:3:forces:R:3 method="wB97M-V/def2-TZVPD" multiplicity=1 e_above_lowest_kj_mol=442.82 energy_ev=-10840.622 gap_ha=0.3344
H 0.566 2.210 -0.848 0.130 -0.098 0.292
N -2.808 0.847 0.095 0.492 0.822 0.089
H -0.820 -2.663 0.050 -0.017 0.045 0.018
H -2.544 1.610 0.727 -0.010 -0.071 -0.505
H -2.528 -0.684 1.222 0.154 -0.137 -0.467
O 1.627 0.172 0.609 -1.844 1.248 -0.744
H -2.622 1.114 -0.867 -0.055 0.184 0.343
H 0.886 -2.154 -0.069 0.012 -0.093 0.066
N -2.119 -0.333 0.355 1.053 -2.738 1.210
C -0.146 -1.858 -0.239 0.210 0.307 0.032
H 2.662 1.627 -0.444 0.078 -0.083 -0.023
N -0.190 1.600 -0.547 -0.135 -0.096 -0.009
H -0.278 -1.658 -1.300 -0.107 0.032 -0.030
C 0.097 0.618 0.134 5.393 -0.987 0.067
H 2.700 0.019 -1.188 -0.085 -0.083 0.160
C 2.686 0.546 -0.223 0.014 0.736 -0.206
H -0.339 -0.751 1.659 0.244 0.023 -0.416
H 3.631 0.363 0.298 -0.157 -0.077 -0.010
C -0.462 -0.622 0.576 -5.371 1.067 0.133

=====

(4)
19
Properties=species:S:1:pos:R:3:forces:R:3 method="wB97M-V/def2-TZVPD" smiles="NCCCNC(N)=O" multiplicity=1 e_above_lowest_kj_mol=35.14 energy_ev=-10844.847 gap_ha=0.3746
H -2.063 -0.580 -0.573 -0.148 0.017 -0.110
H -1.512 -0.939 -2.843 0.203 -0.034 -0.235
H -0.077 1.721 -0.485 0.029 -0.123 -0.048
N 0.127 0.449 -2.930 0.614 0.342 -0.027
H -2.106 0.954 -1.490 -0.211 -0.119 -0.016
H -0.118 -1.332 -1.865 0.147 0.053 0.071
C 0.784 -0.366 1.727 0.429 -0.039 0.344
H -0.181 1.295 2.499 -0.143 -0.010 0.279
H 1.222 -0.139 -0.248 0.088 -0.505 0.309
H -1.200 1.259 0.732 0.086 -0.371 0.442
C -1.459 0.171 -1.085 0.563 0.243 0.481
N 0.473 -0.078 0.427 -0.450 0.872 -0.319
H 0.521 0.097 -3.793 -0.111 -0.031 0.112
C -0.712 -0.496 -2.231 -0.959 -0.144 -0.040
O 1.605 -1.216 2.025 -0.084 -0.045 -0.038
N 0.101 0.353 2.686 -0.165 -0.484 -0.462
H 0.149 -0.023 3.614 0.162 0.336 0.126
H -0.312 1.344 -3.112 -0.133 -0.245 -0.014
C -0.556 0.842 -0.034 0.082 0.286 -0.856

=====

(5)
19
Properties=species:S:1:pos:R:3:forces:R:3 method="wB97M-V/def2-TZVPD" smiles="C/C=N/C.NNC=O" multiplicity=1 e_above_lowest_kj_mol=229.11 energy_ev=-10842.837 gap_ha=0.3794
H 2.570 -0.209 0.114 0.027 0.154 0.012
H -2.170 1.472 0.722 -0.053 0.086 0.084
O -2.124 -1.161 -1.002 0.760 -0.458 0.483
H -0.428 -2.139 -2.310 0.251 -0.219 0.522
H -1.594 -1.529 0.939 -0.004 -0.102 -0.109
H -1.261 1.081 2.210 0.062 0.121 -0.142
H 0.905 -1.335 -1.882 -0.066 -0.131 0.056
H 2.732 1.553 0.203 -0.036 -0.123 -0.011
C -1.358 -1.567 -0.138 0.736 0.114 -0.228
C -1.291 1.719 1.323 0.121 -0.053 -0.192
N 0.898 0.777 0.895 -1.064 1.305 -1.139
N 0.387 -2.194 -1.684 0.173 0.264 -0.251
N -0.106 -2.102 -0.367 -1.550 0.608 0.221
H 0.510 -2.296 0.421 -0.268 -0.037 -0.667
C 2.037 0.738 -0.020 0.191 -0.438 0.110
H 1.739 0.798 -1.073 0.000 0.169 0.023
H -1.357 2.766 1.626 -0.150 -0.037 0.019
C -0.061 1.536 0.489 0.762 -0.979 1.020
H -0.025 2.093 -0.465 0.109 -0.243 0.188

=====

(6)
19
Properties=species:S:1:pos:R:3:forces:R:3 method="wB97M-V/def2-TZVPD" multiplicity=1 e_above_lowest_kj_mol=728.63 energy_ev=-10837.660 gap_ha="0.2756 / 0.1760"
N -1.026 0.470 0.459 2.668 2.299 -1.295
H 0.770 2.002 0.818 -0.084 -0.473 -0.311
N 1.100 -0.069 -0.767 -1.195 -1.139 -1.496
H -1.793 -1.614 -1.458 0.029 0.057 -0.064
H -0.625 -0.634 2.198 -0.043 -0.192 -0.110
C -1.200 0.140 1.686 -0.630 -0.025 0.296
H 2.988 -0.169 -0.190 -0.306 0.062 -0.147
O 0.077 -1.933 0.251 -0.744 0.637 0.034
N 2.060 -0.320 0.196 0.791 0.036 1.455
C -0.113 1.989 0.183 -2.687 -1.052 1.147
H 1.987 0.347 0.985 -0.018 -0.459 -0.347
H -0.849 2.668 0.608 0.053 0.214 0.002
H -0.306 -1.752 -2.425 0.048 0.059 0.156
H 0.053 2.230 -0.862 -0.035 -0.802 0.021
C -0.056 -0.798 -0.530 2.471 0.126 0.072
H -2.023 0.606 2.232 -0.003 -0.033 0.305
C -0.875 -1.105 -1.757 -0.529 0.573 0.361
H 0.964 -1.880 0.647 0.193 0.190 -0.045
H -1.130 -0.180 -2.274 0.020 -0.077 -0.035